DFT (wB97M-V/def2-TZVPD) results for a 4-piece molecular cluster, C18H44N4O2 overall at a distorted geometry.

Summary:
lowest unoccupied orbital energy = 0.454 eV
F_max = 1.86 eV Å⁻¹
SMILES = CCN(CC)CC.CCN(CC)CC.CNC(C)=O.CNC(C)=O
Kohn-Sham gap = 0.307 hartree
HOMO energy = -0.290 Eh
total energy = -29434.64458 eV

The geometry in XYZ format:
```
68
Properties=species:S:1:pos:R:3:nbo_charge:R:1
O -3.41524 -3.43442 -1.20014 -0.68
O -3.64040 0.76047 1.63999 -0.65
N -3.22943 -5.59574 -1.76901 -0.60
N -4.13570 -0.76265 0.07232 -0.62
N 0.27139 0.28620 4.58617 -0.46
N 3.20978 2.89862 -3.92480 -0.47
C 1.48550 0.78276 3.97102 -0.22
C 2.72719 0.43393 4.82785 -0.60
C 4.18863 1.85444 -3.61271 -0.22
C -5.47830 -1.05621 0.57485 -0.42
C -1.84515 -3.91366 -2.91783 -0.71
C -2.87087 -4.30420 -1.87860 0.68
C -0.31027 1.29631 5.47691 -0.21
C -4.34749 -6.12764 -0.99423 -0.42
C -0.25828 -1.43469 2.80975 -0.62
C -1.96501 0.29325 -0.04669 -0.71
C -0.71659 -0.19825 3.63502 -0.21
C 1.84252 2.68947 -3.48633 -0.20
C -1.20410 0.65894 6.54149 -0.61
C 3.92440 0.61516 -4.40862 -0.62
C 3.71635 4.25228 -3.86189 -0.21
C -3.31063 0.17024 0.61219 0.66
C 4.91705 4.53557 -4.75121 -0.62
C 1.70852 2.26558 -2.00942 -0.63
H -1.23198 0.66423 0.66873 0.23
H 4.10221 1.58777 -2.54502 0.16
H -1.17633 -1.74518 2.31650 0.21
H 2.27240 2.95642 -1.37838 0.20
H 5.19369 2.23300 -3.75823 0.21
H 3.57093 0.99739 4.42750 0.20
H -6.03133 -1.43601 -0.27578 0.20
H 3.86501 4.52929 -2.80172 0.15
H -4.99028 -6.75854 -1.60605 0.20
H -3.90884 -6.80174 -0.25376 0.20
H 4.02088 0.88191 -5.46790 0.21
H 1.31766 3.63230 -3.61331 0.20
H 2.98495 5.02013 -4.14566 0.20
H -2.67432 -6.28493 -2.25034 0.39
H 2.95174 -0.63245 4.84056 0.21
H 2.96388 0.12090 -4.27930 0.20
H -0.78864 2.10983 4.91686 0.17
H 0.51467 1.76412 6.02478 0.19
H 0.56882 -1.12495 2.17123 0.19
H -2.00546 0.12282 6.03007 0.20
H 2.17955 1.29604 -1.82345 0.20
H -1.95977 -4.49010 -3.84125 0.22
H -3.70684 -1.50213 -0.46687 0.42
H -1.57916 -0.65785 -0.41749 0.22
H 1.41639 1.87111 -4.06862 0.18
H -2.08693 -2.90407 -3.24552 0.25
H -5.35436 -1.79572 1.37149 0.19
H -4.85498 -5.28279 -0.54329 0.24
H -5.90476 -0.18812 1.06553 0.23
H -1.72416 1.44268 7.09704 0.21
H 5.82357 4.03778 -4.39914 0.20
H 2.51835 0.66314 5.87532 0.20
H 0.66562 2.16025 -1.71581 0.21
H 5.22332 5.57298 -4.89560 0.22
H 0.14437 -2.21303 3.45712 0.21
H 4.69757 4.19030 -5.76554 0.21
H -0.64374 0.00175 7.19702 0.21
H -0.81392 -3.96824 -2.57994 0.24
H -1.93426 0.98888 -0.88670 0.23
H 4.70531 -0.13222 -4.22998 0.21
H -1.13698 0.54903 2.94909 0.18
H 1.70908 0.30415 3.01500 0.19
H -1.57963 -0.60790 4.16243 0.19
H 1.41282 1.86199 3.78226 0.17
```